14
Properties=species:S:1:pos:R:3:lowdin_charge:R:1 method="wB97M-V/def2-TZVPD" total_charge=0 e_homo_ha=-0.3322 lumo_energy_ev=0.4 smiles="CC=C=CCO" total_energy_ev=-7358.4367 orbital_gap_ev=9.48
O 1.789 0.294 1.424 -0.0731
C 1.935 -0.743 0.457 -0.2761
C 0.687 -0.837 -0.326 -0.1431
C -1.835 0.929 -0.050 -0.0830
C -1.237 0.140 -1.173 -0.1660
C 0.068 -0.022 -1.155 -0.0239
H 1.999 -1.668 1.031 0.1121
H 2.833 -0.615 -0.149 0.1121
H -2.406 0.269 0.622 0.0919
H -1.054 1.414 0.547 0.0769
H -1.853 -0.466 -1.826 0.1109
H -0.058 -1.492 0.119 0.1097
H 1.641 1.109 0.926 0.0802
H -2.510 1.687 -0.445 0.0715



14
Properties=species:S:1:pos:R:3:lowdin_charge:R:1 method="wB97M-V/def2-TZVPD" total_charge=+1 e_homo_ha=-0.4810 lumo_energy_ev=-3.8 smiles="NC[NH2+]/C=C/I" total_energy_ev=-14313.1198 orbital_gap_ev=9.24
I 1.935 3.502 1.187 0.9289
N -0.408 0.166 -0.283 0.0136
N -0.737 -2.203 -0.321 0.0399
C 0.262 -1.263 -0.480 -0.1664
C 0.325 1.429 -0.212 -0.2014
C 0.729 1.817 1.037 -0.5920
H -1.127 -2.375 0.590 0.0973
H -1.195 0.295 -0.887 0.1517
H -0.931 0.073 0.643 0.1894
H 1.004 -1.197 0.343 0.1546
H 0.765 1.596 -1.169 0.1120
H 0.255 1.657 1.979 0.0304
H 0.646 -1.406 -1.444 0.1208
H -1.524 -2.092 -0.984 0.1211



9
Properties=species:S:1:pos:R:3:lowdin_charge:R:1 method="wB97M-V/def2-TZVPD" total_charge=0 e_homo_ha=-0.3143 lumo_energy_ev=-0.9 total_energy_ev=-27931.8639 orbital_gap_ev=7.62
Cl -2.964 -1.458 -0.430 0.1235
P -1.886 -0.136 0.664 0.5139
N 0.118 1.275 -0.435 -0.1651
N -0.539 -0.855 0.765 -0.3664
C 1.034 0.349 -0.404 -0.2260
C 0.761 -0.795 0.329 -0.1710
C -0.077 2.402 -0.216 0.0745
H 1.495 -1.444 0.578 0.0645
H 2.060 0.660 -0.849 0.1521



52
Properties=species:S:1:pos:R:3:lowdin_charge:R:1 method="wB97M-V/def2-TZVPD" total_charge=0 e_homo_ha=-0.2985 lumo_energy_ev=0.6 smiles="Cc1ccc(N(C)C(=O)N2CCN(S(=O)(=O)c3ccc(C)cc3)CC2)cc1" total_energy_ev=-42594.1246 orbital_gap_ev=8.70
S 1.511 1.551 -1.072 0.6876
O 0.649 0.694 -1.837 -0.2850
O -3.646 2.933 -0.696 0.0729
O 1.917 2.801 -1.643 -0.2760
N -1.852 2.016 0.307 -0.0340
N 0.877 1.877 0.455 -0.2179
N -3.805 0.758 -0.029 -0.0394
C 6.419 -1.528 0.682 -0.0477
C 2.957 0.623 -0.585 -0.2725
C -1.312 1.227 1.385 -0.1146
C 0.281 3.185 0.614 -0.1757
C -3.129 1.958 -0.184 -0.4845
C 2.964 -0.755 -0.658 -0.0488
C -2.045 -3.038 -0.499 -0.2841
C -2.098 -0.679 -1.013 -0.0197
C -1.442 -4.400 -0.669 -0.0546
C 0.115 0.788 1.037 -0.1603
C -3.156 -2.856 0.317 -0.0436
C 4.085 -1.451 -0.239 -0.0291
C -1.121 3.242 0.009 -0.1131
C -1.531 -1.930 -1.159 -0.0354
C -3.196 -0.499 -0.175 -0.2522
C -3.728 -1.610 0.480 -0.0213
C 4.050 1.315 -0.099 -0.0477
C 5.167 0.615 0.317 -0.0280
C -5.253 0.812 -0.123 -0.0269
C 5.197 -0.776 0.254 -0.2696
H 0.627 0.431 1.940 0.1287
H -1.681 0.156 -1.554 0.1067
H 2.099 -1.263 -1.054 0.1075
H -5.621 0.038 -0.795 0.0979
H -0.533 -4.350 -1.262 0.0718
H 0.269 3.428 1.681 0.1274
H 0.079 -0.023 0.306 0.0922
H 0.930 3.891 0.098 0.1149
H -3.581 -3.706 0.833 0.1132
H 7.112 -1.610 -0.155 0.0882
H -0.680 -2.035 -1.816 0.1113
H 6.027 1.148 0.694 0.1155
H 4.099 -2.530 -0.296 0.1145
H 6.164 -2.533 1.007 0.0776
H -1.671 4.115 0.385 0.1305
H -5.710 0.684 0.863 0.0877
H -5.527 1.790 -0.516 0.0856
H -2.145 -5.065 -1.171 0.0815
H -4.588 -1.495 1.122 0.1108
H -1.049 3.332 -1.079 0.1327
H -1.932 0.350 1.562 0.1208
H 6.930 -1.010 1.490 0.0787
H 4.010 2.392 -0.068 0.1165
H -1.206 -4.838 0.300 0.0787
H -1.299 1.828 2.306 0.1303



89
Properties=species:S:1:pos:R:3:lowdin_charge:R:1 method="wB97M-V/def2-TZVPD" total_charge=-1 e_homo_ha=-0.1507 lumo_energy_ev=2.1 total_energy_ev=-169369.6129 orbital_gap_ev=6.16
As 4.608 0.787 1.548 0.6530
K 1.092 0.142 0.956 0.5082
Cl 1.066 1.690 -6.172 0.6068
Cl 1.885 -1.425 -6.185 0.6060
S 3.153 1.051 3.051 0.0450
P -2.437 -0.484 0.365 1.1488
O 2.568 -3.330 -1.731 -0.0272
O 2.120 3.503 -1.595 -0.0421
N 2.204 -2.137 1.592 0.0130
N 1.897 -1.198 -1.007 -0.0060
N 1.065 1.492 -1.048 -0.0073
N 0.458 2.701 1.431 0.0334
C -3.956 1.487 -2.977 -0.0849
C 2.152 -2.999 0.570 -0.2115
C -3.773 0.955 2.228 -0.1161
C -5.294 -0.420 0.835 -0.0915
C -2.214 1.960 -0.878 -0.0973
C 1.336 0.803 -4.690 -0.6867
C -0.017 3.329 2.508 -0.1560
C -3.813 -1.503 2.542 -0.1106
C 2.071 -2.599 2.840 -0.1545
C -2.865 0.731 -0.947 -0.3498
C 1.754 -0.559 -2.259 -0.2282
C -1.490 -1.930 -1.751 -0.0814
C 1.858 -3.935 3.128 -0.0755
C -2.348 -2.148 -0.496 -0.6872
C 0.736 4.826 0.380 -0.0139
C 0.212 5.462 1.489 -0.0736
C 4.285 1.182 -0.302 -0.2130
C -1.544 -3.062 0.447 -0.1062
C 2.241 -2.474 -0.888 -0.5026
C 1.984 -4.365 0.776 -0.0191
C -2.426 2.946 -1.837 -0.0686
C 5.390 -0.968 1.487 -0.2454
C 1.895 -1.200 -3.496 -0.0518
C -3.638 -2.870 -0.883 -0.0939
C -3.294 2.709 -2.890 -0.0881
C -3.743 0.514 -2.013 -0.1072
C -3.918 -0.387 1.497 -0.7170
C 1.406 2.757 -0.889 -0.5466
C -0.173 4.700 2.585 -0.0781
C 6.111 1.905 1.980 -0.2827
C 0.833 3.436 0.377 -0.1950
C 1.686 -0.535 -4.694 -0.6876
C 1.194 1.466 -3.484 -0.0553
C 1.373 0.824 -2.261 -0.2142
C 1.818 -4.833 2.068 -0.0720
H 1.979 -5.010 -0.091 0.1114
H -0.563 -2.640 0.673 0.0573
H -5.475 -1.341 0.282 0.0601
H -4.578 1.049 2.966 0.0811
H 6.276 -0.926 0.852 0.0367
H -4.627 1.287 -3.804 0.0976
H -2.832 -1.516 3.024 0.0786
H 1.090 5.360 -0.491 0.1100
H -6.068 -0.341 1.608 0.0814
H -0.594 -1.339 -1.546 0.0619
H -3.444 3.464 -3.652 0.0978
H 5.268 1.090 -0.767 0.0460
H -3.372 -3.807 -1.386 0.0851
H 3.601 0.443 -0.723 0.0156
H -2.819 1.030 2.755 0.0700
H -4.564 -1.342 3.323 0.0809
H 4.669 -1.672 1.078 0.0164
H 1.740 -4.259 4.154 0.0941
H -3.990 -2.492 2.117 0.0606
H -4.252 -3.132 -0.020 0.0621
H 3.886 2.186 -0.439 0.0360
H -3.844 1.803 1.543 0.0749
H -2.051 -3.251 1.395 0.0616
H 6.915 1.771 1.257 0.0320
H 5.768 2.937 1.972 0.0329
H 0.933 2.514 -3.491 0.1046
H -1.501 2.133 -0.082 0.0714
H 6.444 1.639 2.980 0.0276
H -2.038 -1.430 -2.550 0.0779
H -0.578 5.152 3.482 0.0938
H 2.150 -1.855 3.627 0.0825
H 0.109 6.540 1.506 0.0991
H -1.377 -4.026 -0.044 0.0890
H 1.660 -5.890 2.250 0.0997
H -0.282 2.699 3.352 0.1051
H 2.182 -2.240 -3.504 0.0870
H -4.258 -2.299 -1.575 0.0584
H -1.151 -2.904 -2.121 0.0969
H -5.427 0.419 0.150 0.0738
H 5.653 -1.251 2.503 0.0351
H -1.885 3.883 -1.768 0.1041
H -4.260 -0.433 -2.106 0.0831



12
Properties=species:S:1:pos:R:3:lowdin_charge:R:1 method="wB97M-V/def2-TZVPD" total_charge=-1 e_homo_ha=-0.0884 lumo_energy_ev=3.5 total_energy_ev=-34694.6120 orbital_gap_ev=5.94
S -2.138 -1.302 -0.821 0.5182
S 1.284 -1.887 0.433 -0.2583
S 2.061 -0.648 -1.018 0.0779
C 1.983 1.002 -0.280 -0.5673
C -2.098 -0.114 0.549 -0.5258
H -0.797 -1.527 -0.736 -0.2724
H 2.488 1.671 -0.993 0.0064
H 2.517 1.003 0.661 0.0022
H -3.010 0.488 0.494 0.0081
H 0.950 1.352 -0.183 -0.0013
H -1.247 0.533 0.363 -0.0076
H -1.990 -0.571 1.532 0.0200



56
Properties=species:S:1:pos:R:3:lowdin_charge:R:1 method="wB97M-V/def2-TZVPD" total_charge=-2 e_homo_ha=0.0002 lumo_energy_ev=1.1 total_energy_ev=-59679.9772 orbital_gap_ev=1.11
S -7.394 2.015 -5.040 0.1137
P -0.530 0.937 -1.423 0.7903
O -1.901 0.933 -2.497 -0.3023
O 0.891 1.201 -2.414 -0.3125
O 3.909 -3.091 3.301 -0.0945
O -7.219 2.687 -3.739 -0.4748
O 3.409 -0.046 -1.254 -0.0546
O -7.879 0.640 -4.822 -0.4635
O -6.102 1.974 -5.750 -0.4406
O -0.654 2.226 -0.464 -0.4202
O -8.375 2.760 -5.849 -0.4479
C -0.630 -0.611 3.582 -0.0493
C 4.900 -1.821 -0.191 -0.0044
C 0.704 -3.087 3.614 -0.1945
C 1.975 1.008 4.764 -0.0692
C 1.999 -1.913 0.020 -0.0364
C 3.687 -2.802 2.016 -0.2028
C -3.153 1.317 -1.782 -0.2784
C -0.411 -0.582 -0.262 -0.2135
C 5.044 -2.592 1.073 -0.0177
C 0.727 -1.472 3.916 -0.1510
C 0.922 -3.481 2.022 -0.1428
C 2.185 -2.691 1.310 -0.0529
C 2.009 -0.631 4.531 -0.0245
C 2.782 2.887 -3.100 -0.1216
C 0.607 1.872 4.379 -0.0710
C 1.479 2.549 -2.146 -0.2867
C 0.581 -1.776 -0.790 -0.1790
C -0.673 1.016 3.814 -0.0655
C 3.395 -1.183 -0.541 -0.1777
C -4.408 1.363 -2.887 -0.0769
H 2.769 2.325 -4.136 0.0824
H 6.043 -3.091 1.467 0.1147
H -1.670 1.571 3.548 0.0849
H -1.569 -1.217 3.173 0.1000
H 0.036 -2.822 -0.702 0.1103
H -1.513 -1.035 -0.197 0.1095
H -3.102 2.426 -1.350 0.1202
H 2.912 1.583 5.172 0.0697
H -5.040 0.388 -2.745 0.0894
H 0.686 3.411 -2.372 0.1333
H 5.841 -1.684 -0.880 0.1112
H 3.001 -1.178 4.828 0.0739
H -3.349 0.566 -0.904 0.1018
H -0.170 -0.201 0.838 0.0994
H -0.345 -3.481 4.016 0.1168
H 0.809 -1.590 -1.947 0.1317
H 1.226 -4.635 2.017 0.1247
H 1.868 2.594 -1.032 0.1233
H 1.525 -3.568 4.323 0.1113
H -0.083 -3.423 1.407 0.1097
H -5.073 2.334 -2.737 0.0851
H -3.895 1.415 -3.939 0.0886
H 0.605 3.040 4.538 0.0800
H 2.862 4.056 -3.318 0.0783
H 3.748 2.611 -2.457 0.0727



For the records above, the corresponding relative energy (zero: lowest compared OMol25 entry of this formula, charge and spin) values read 88.1; 30.4; 25.4; 47.9; 0.0; 4.9; 418.9 kcal/mol.